Entry 1:
Density functional theory data (ωB97M-V/def2-TZVPD) for a cluster of 9 separate species, C40H98Cl4N12O10P4 in total at a distorted geometry.

The total charge is +1. The spin multiplicity is 2. The value obtained for the lowest unoccupied orbital energy (spin up / spin down) is -2.58 / -7.17 eV. The orbital gap (spin up / spin down) comes out at 7.087 / 2.498 eV. As for the HOMO energy (spin up / spin down): -9.67 / -9.67 eV.

CARTESIAN COORDINATES (ANGSTROEM)
Cl1 -0.2001 -16.6240 10.3941
C1 0.9928 -16.5142 11.7195
C2 2.4567 -16.6019 11.3806
Cl2 2.7075 -18.2187 10.7758
H1 0.7216 -17.3609 12.3501
H2 0.8710 -15.6296 12.3446
H3 2.9520 -16.3201 12.3097
H4 2.7804 -15.9224 10.5922
Cl3 -1.1583 -10.3428 14.2872
C3 -0.0659 -11.7478 14.0065
C4 -0.3747 -12.3706 12.5764
Cl4 -1.9366 -13.3679 12.4940
H5 -0.1559 -12.5262 14.7642
H6 0.9515 -11.3566 13.9999
H7 0.4170 -13.0208 12.2043
H8 -0.5959 -11.6042 11.8336
O1 -5.7858 -13.9305 18.3458
P1 -4.5353 -13.7736 17.5808
N1 -3.8298 -12.2543 17.4588
C5 -4.2496 -11.1866 18.3664
C6 -2.6628 -11.8575 16.6091
N2 -4.6040 -14.1391 15.8317
C7 -5.3566 -13.2343 15.0117
C8 -5.0501 -15.5239 15.5528
N3 -3.2163 -14.8211 18.1156
C9 -1.9174 -14.7693 17.4493
C10 -3.2028 -15.5940 19.4006
H9 -4.8253 -10.4906 17.7563
H10 -3.4242 -10.6628 18.8486
H11 -5.0440 -11.4633 19.0595
H12 -2.7535 -10.8048 16.3415
H13 -2.7682 -12.4309 15.6881
H14 -1.6357 -11.9302 16.9668
H15 -4.9168 -12.2390 14.9473
H16 -5.3164 -13.5938 13.9835
H17 -6.3827 -13.1418 15.3674
H18 -5.7133 -15.7145 14.7091
H19 -4.2515 -16.2490 15.7100
H20 -5.7958 -15.7768 16.3065
H21 -1.3496 -15.6781 17.6486
H22 -1.9614 -14.8608 16.3640
H23 -1.2949 -13.9279 17.7536
H24 -2.2064 -15.8206 19.7801
H25 -3.6554 -16.5466 19.1252
H26 -3.5973 -15.1011 20.2891
O2 -4.5866 -6.9810 10.2482
P2 -4.7178 -8.1353 11.1400
N4 -4.0377 -9.5918 10.6320
C11 -3.6866 -9.6838 9.1838
C12 -4.0196 -10.8304 11.4166
N5 -6.3306 -8.4993 11.4981
C13 -7.0938 -9.6159 11.0086
C14 -7.1940 -7.4341 12.0660
N6 -3.9595 -8.0015 12.7112
C15 -2.6237 -7.2838 12.7033
C16 -4.6865 -7.9166 13.9974
H27 -3.8620 -8.7771 8.6047
H28 -4.0905 -10.6281 8.8189
H29 -2.6104 -9.8552 9.2088
H30 -4.2412 -11.6891 10.7829
H31 -4.6876 -10.8187 12.2778
H32 -3.0331 -10.9008 11.8750
H33 -7.3510 -9.4071 9.9702
H34 -6.5541 -10.5605 10.9418
H35 -7.9993 -9.8606 11.5639
H36 -7.5923 -6.7914 11.2808
H37 -7.9436 -7.9296 12.6830
H38 -6.7040 -6.7307 12.7391
H39 -2.3693 -7.1946 11.6472
H40 -2.8464 -6.2390 12.9197
H41 -2.0040 -7.8005 13.4362
H42 -5.1446 -6.9637 14.2625
H43 -4.0734 -8.2201 14.8460
H44 -5.4649 -8.6783 14.0407
O3 4.4378 -12.0826 6.8195
P3 3.5028 -11.2114 7.5878
N7 3.7693 -9.5134 7.2924
C17 2.6944 -8.4918 7.1645
C18 5.1707 -9.0173 7.5243
N8 3.4815 -11.5534 9.2885
C19 3.3066 -10.4464 10.3287
C20 3.7190 -12.8861 9.8780
N9 1.8807 -11.5025 7.0507
C21 1.6566 -12.2582 5.8524
C22 0.6722 -11.3061 7.9467
H45 3.0155 -7.4733 6.9462
H46 2.3115 -8.3991 8.1808
H47 1.9346 -8.8689 6.4800
H48 5.2054 -8.0962 6.9426
H49 5.9184 -9.6954 7.1131
H50 5.3928 -8.7910 8.5672
H51 3.0389 -9.4977 9.8634
H52 2.4743 -10.7772 10.9500
H53 4.2220 -10.1620 10.8476
H54 3.7877 -13.5627 9.0263
H55 4.5768 -13.0481 10.5307
H56 2.8552 -13.1862 10.4713
H57 0.6984 -11.8663 5.5112
H58 2.4294 -12.0722 5.1065
H59 1.5459 -13.3300 6.0173
H60 0.3034 -12.2606 8.3222
H61 -0.1248 -10.6720 7.5583
H62 0.8647 -10.8492 8.9175
O4 -7.5274 -18.0083 12.5827
P4 -6.8124 -17.6661 11.3145
N10 -7.9141 -17.4104 9.9645
C23 -9.4335 -17.4911 10.3813
C24 -7.5878 -16.9252 8.6762
N11 -5.7757 -18.9794 10.9875
C25 -6.3550 -20.1077 10.1059
C26 -4.6990 -19.4506 11.8882
N12 -5.8386 -16.2642 11.2604
C27 -4.4948 -16.0670 11.7307
C28 -6.4471 -14.8780 11.1906
H63 -9.5279 -17.6696 11.4524
H64 -9.9250 -18.3028 9.8448
H65 -9.9186 -16.5387 10.1676
H66 -6.5266 -16.7241 8.5294
H67 -7.9662 -15.9222 8.4791
H68 -7.8569 -17.5903 7.8556
H69 -5.4709 -20.6787 9.8224
H70 -7.0393 -20.7890 10.6116
H71 -6.7169 -19.6035 9.2098
H72 -3.9653 -18.7358 12.2607
H73 -5.0925 -19.9573 12.7694
H74 -4.0589 -20.2717 11.5655
H75 -4.0619 -15.0939 11.4988
H76 -4.4147 -16.0140 12.8164
H77 -3.8208 -16.8457 11.3737
H78 -7.2968 -14.9538 10.5121
H79 -5.7287 -14.1727 10.7727
H80 -6.8320 -14.6014 12.1721
O5 0.9476 -11.6306 16.9968
C29 1.3452 -11.8088 18.1485
O6 2.5576 -12.2424 18.3681
C30 2.9184 -12.3159 19.7182
C31 1.6553 -11.8000 20.4178
C32 0.5699 -11.8503 19.4281
H81 3.7833 -11.7230 20.0159
H82 3.0976 -13.3642 19.9574
H83 1.8861 -10.7942 20.7687
H84 1.3553 -12.3408 21.3154
H85 0.0563 -10.8889 19.4222
H86 -0.0287 -12.7262 19.6782
O7 2.4712 -14.1739 13.3572
C33 3.4060 -13.5131 13.9353
O8 4.3257 -12.8420 13.3653
C34 5.2474 -12.2108 14.2456
C35 4.5222 -12.2969 15.6267
C36 3.6304 -13.5581 15.4266
H87 5.3110 -11.1611 13.9588
H88 6.2476 -12.6377 14.3192
H89 4.0219 -11.3793 15.9361
H90 5.2850 -12.5493 16.3632
H91 2.6524 -13.4938 15.9034
H92 4.0205 -14.5453 15.6746
O9 3.0866 -9.0777 15.8078
C37 2.1896 -8.6277 16.4672
O10 2.3149 -8.6479 17.7959
C38 1.1786 -8.1320 18.3923
C39 0.0353 -8.2576 17.3561
C40 0.8506 -8.0511 16.1379
H93 1.3438 -7.0890 18.6625
H94 0.9637 -8.5943 19.3557
H95 -0.8061 -7.5802 17.5021
H96 -0.4493 -9.2287 17.4563
H97 0.9609 -6.9682 16.0813
H98 0.4968 -8.2806 15.1328

These are the Mulliken partial charges, in e, on atoms 1 to 8: number 1, Cl, carries -0.201; number 2, C, carries -0.140; number 3, C, carries 0.246; number 4, Cl, carries -0.199; number 5, H, carries 0.421; number 6, H, carries -0.170; number 7, H, carries 0.086; number 8, H, carries -0.016



Entry 2:
Density functional theory data (ωB97M-V/def2-TZVPD) for a cluster of 12 separate species, C41H115N15O13 in total at a distorted geometry.

The total charge is -1. The spin multiplicity is 2. The value obtained for the lowest unoccupied orbital energy (spin up / spin down) is 2.02 / 2.02 eV. The orbital gap (spin up / spin down) comes out at 1.899 / 8.782 eV. As for the HOMO energy (spin up / spin down): 0.12 / -6.77 eV.

CARTESIAN COORDINATES (ANGSTROEM)
C1 -0.5503 4.5756 -2.3179
C2 -1.9640 3.9630 -2.3463
C3 -3.1168 4.9898 -2.4452
O1 -3.1064 5.4176 -3.7887
C4 -3.8332 6.6712 -4.1262
N1 -1.9013 3.0681 -3.4580
H1 -0.4961 5.1126 -3.2648
H2 0.3339 3.9648 -2.1357
H3 -0.6184 5.2632 -1.4749
H4 -2.0473 3.3297 -1.4631
H5 -3.1011 5.7796 -1.6942
H6 -4.0673 4.4695 -2.3268
H7 -4.0727 6.4193 -5.1593
H8 -3.2861 7.6139 -4.1253
H9 -4.7889 6.7835 -3.6141
H10 -0.9454 3.0759 -3.7840
H11 -2.2560 3.7855 -4.0740
C5 4.5994 -4.2313 5.8720
C6 3.1993 -4.7135 5.3752
C7 2.0880 -3.6637 5.7457
O2 1.9015 -3.8895 7.1873
C8 0.7358 -3.2753 7.7459
N2 3.3782 -4.8195 3.9452
H12 4.9903 -3.4011 5.2837
H13 5.3453 -5.0133 5.7298
H14 4.7059 -3.9857 6.9286
H15 2.9621 -5.7086 5.7514
H16 1.1282 -3.9614 5.3235
H17 2.3960 -2.6717 5.4154
H18 -0.1320 -3.3435 7.0898
H19 0.9331 -2.2085 7.8512
H20 0.4778 -3.6273 8.7447
H21 4.2285 -4.3307 3.7042
H22 2.6571 -4.2002 3.6038
C9 2.1672 2.4974 -7.7757
C10 2.8386 1.3001 -7.0686
C11 3.3275 1.7314 -5.6262
O3 2.2331 1.7772 -4.6732
C12 2.7536 1.6490 -3.3663
N3 1.9414 0.1680 -6.8557
H23 2.1682 2.3608 -8.8572
H24 2.9611 3.2400 -7.8554
H25 1.2246 2.8728 -7.3772
H26 3.7929 1.0185 -7.5138
H27 3.7789 2.7209 -5.5533
H28 4.1235 1.0555 -5.3138
H29 3.8220 1.8648 -3.3606
H30 2.6739 0.6240 -3.0039
H31 2.1748 2.1351 -2.5810
H32 2.2454 -0.3010 -6.0144
H33 1.1979 0.7104 -6.4395
C13 0.2762 6.6642 1.6124
C14 -1.0265 6.7575 2.3165
C15 -0.8687 5.8503 3.5706
O4 -1.2649 4.5184 3.3338
C16 -2.6713 4.2988 3.2867
N4 -1.2304 8.1755 2.4805
H34 1.1687 7.0904 2.0704
H35 0.1202 7.0456 0.6033
H36 0.4537 5.5979 1.4721
H37 -1.8825 6.5739 1.6671
H38 -1.5838 6.3377 4.2333
H39 0.0864 5.8607 4.0958
H40 -3.1883 4.5187 2.3526
H41 -3.2146 4.9001 4.0156
H42 -2.8800 3.2740 3.5935
H43 -1.6755 8.5721 1.6652
H44 -0.3359 8.6309 2.5923
C17 -2.4233 1.0728 0.9652
C18 -0.9048 0.9068 1.0336
C19 -0.2956 -0.5055 1.0673
O5 -0.5995 -1.1152 2.2754
C20 0.0045 -2.3019 2.6541
N5 -0.3816 1.7522 -0.0878
H45 -2.6298 2.1172 0.7309
H46 -2.8359 0.8043 1.9378
H47 -2.8383 0.4296 0.1892
H48 -0.5477 1.3547 1.9610
H49 0.7823 -0.3455 1.0908
H50 -0.4326 -1.2084 0.2456
H51 1.0625 -2.0820 2.7969
H52 -0.0417 -2.8861 1.7351
H53 -0.4505 -2.8074 3.5058
H54 0.5649 1.4265 -0.2221
H55 -0.5069 2.7405 0.0784
C21 -1.2637 1.3481 5.0661
C22 -0.7200 -0.0107 5.4606
C23 0.7886 -0.0885 5.3162
O6 1.6180 0.8327 5.9852
C24 1.5300 1.1047 7.4069
N6 -1.2017 -0.4267 6.7616
H56 -2.3505 1.3710 5.1454
H57 -0.9917 1.5714 4.0345
H58 -0.7940 2.0151 5.7890
H59 -1.2249 -0.7064 4.7903
H60 1.0732 0.1244 4.2857
H61 1.2994 -0.9631 5.7191
H62 1.3142 0.2251 8.0133
H63 0.7635 1.8751 7.4906
H64 2.4433 1.5716 7.7755
H65 -2.2035 -0.3681 6.8755
H66 -0.7957 -1.3114 7.0312
C25 1.8720 -4.3680 -2.7112
C26 1.8521 -3.5440 -1.3587
C27 2.1365 -4.4714 -0.1197
O7 0.9580 -5.3208 0.0557
C28 1.2595 -6.4267 0.9230
N7 2.8774 -2.4342 -1.5582
H67 0.9252 -4.8823 -2.8761
H68 2.6863 -5.0885 -2.7881
H69 1.8714 -3.6569 -3.5373
H70 0.9173 -3.0397 -1.1136
H71 2.4197 -3.8617 0.7383
H72 3.0189 -5.0937 -0.2688
H73 0.3378 -6.9601 1.1553
H74 1.5258 -6.1444 1.9415
H75 1.8581 -7.1814 0.4128
H76 2.4891 -1.6059 -1.1300
H77 2.8497 -2.1783 -2.5348
C29 -5.4359 -1.7817 -3.0372
C30 -4.5778 -0.5252 -3.0023
C31 -5.2997 0.7640 -3.1365
O8 -5.9282 0.7318 -4.3900
C32 -6.8037 1.8453 -4.4660
N8 -3.8502 -0.6369 -1.7322
H78 -5.7376 -2.0008 -4.0614
H79 -6.3493 -1.6902 -2.4495
H80 -4.8897 -2.6951 -2.8017
H81 -3.8683 -0.5070 -3.8296
H82 -4.6214 1.6162 -3.0966
H83 -5.9700 0.9150 -2.2904
H84 -6.2908 2.8025 -4.3728
H85 -7.6733 1.7342 -3.8182
H86 -7.2119 1.7728 -5.4741
H87 -3.2344 -1.4372 -1.7494
H88 -3.0908 0.0217 -1.6340
C33 0.1888 -0.8367 -3.3343
O9 -0.4444 -1.9933 -3.0139
C34 -1.0819 -2.6436 -4.0991
C35 -1.6766 -3.9549 -3.7115
N9 -1.9872 -3.8836 -2.3222
C36 -2.2999 -5.1819 -1.7805
C37 -3.6675 -5.8551 -2.2612
O10 -3.4265 -6.4246 -3.5402
C38 -4.6382 -6.7868 -4.1360
H89 1.0323 -1.1480 -3.9506
H90 0.5708 -0.4648 -2.3835
H91 -0.3993 -0.1776 -3.9729
H92 -0.3729 -2.8756 -4.8939
H93 -1.8359 -1.9989 -4.5507
H94 -0.9337 -4.7488 -3.7894
H95 -2.6232 -4.0654 -4.2405
H96 -1.3849 -3.3318 -1.7282
H97 -2.7512 -5.1591 -0.7886
H98 -1.3900 -5.7687 -1.6544
H99 -4.3823 -5.0374 -2.1691
H100 -3.9290 -6.6256 -1.5359
H101 -4.5657 -7.5242 -4.9355
H102 -5.3494 -5.9725 -4.2745
H103 -5.1310 -7.3196 -3.3228
C39 3.8169 0.5588 -0.4868
O11 2.6822 0.1678 -0.3637
N10 4.3905 1.5838 0.0181
N11 4.7117 -0.0903 -1.2180
H104 3.7340 2.2822 0.3365
H105 5.3281 1.8776 -0.2159
H106 4.4142 -1.0024 -1.5337
H107 5.6541 0.1805 -0.9757
C40 4.9153 -2.0596 2.5341
O12 5.6413 -1.7793 3.5299
N12 3.9703 -1.3414 2.1801
N13 4.9090 -3.0658 1.8597
H108 3.7525 -0.5469 2.7644
H109 3.4430 -1.5826 1.3531
H110 4.1527 -3.2639 1.2203
H111 5.6924 -3.7034 1.8676
C41 2.4957 3.9233 1.1580
O13 2.2034 4.0309 -0.0646
N14 1.8268 3.2553 2.0349
N15 3.6469 4.3278 1.6654
H112 2.2686 3.2956 2.9422
H113 1.3120 2.4178 1.8031
H114 3.8103 4.0153 2.6118
H115 4.3893 4.7793 1.1504

These are the Mulliken partial charges, in e, on atoms 1 to 8: number 1, C, carries -1.481; number 2, C, carries 1.993; number 3, C, carries -0.796; number 4, O, carries -0.431; number 5, C, carries -0.864; number 6, N, carries -0.520; number 7, H, carries 0.644; number 8, H, carries 0.203



Entry 3:
Density functional theory data (ωB97M-V/def2-TZVPD) for a structure of composition C41H24Br2InN9O6S2 at a distorted geometry.

The total charge is -2. The value obtained for the lowest unoccupied orbital energy is 3.41 eV. Its energy relative to the best compared isomer or geometry (same formula, charge and spin) is 0.0 kJ/mol. The orbital gap comes out at 6.988 eV. As for the HOMO energy: -3.58 eV.

CARTESIAN COORDINATES (ANGSTROEM)
In1 -0.1039 -0.3108 -0.9363
C1 2.8312 -2.3733 1.6419
C2 2.1715 -3.4986 2.1200
C3 0.8359 -3.6907 1.8097
C4 0.1478 -2.7727 1.0100
C5 0.8109 -1.6592 0.4869
C6 2.1522 -1.4760 0.8300
C7 -1.3110 -2.9421 0.7428
C8 -2.1389 -3.7479 1.5807
C9 -3.4764 -3.7902 1.3535
C10 -4.0359 -3.0427 0.2877
C11 -5.4229 -3.0012 0.0098
C12 -5.8955 -2.2359 -1.0183
C13 -4.9982 -1.4909 -1.8194
C14 -3.6542 -1.5202 -1.5786
C15 -3.1465 -2.2922 -0.5048
N1 -1.8080 -2.2633 -0.2550
H1 3.8680 -2.1965 1.9054
H2 2.6925 -4.2184 2.7401
H3 0.3378 -4.5761 2.1865
H4 2.6772 -0.5978 0.4631
H5 -1.7119 -4.2834 2.4151
H6 -4.1288 -4.3746 1.9936
H7 -6.0998 -3.5798 0.6300
H8 -6.9586 -2.1998 -1.2260
H9 -5.3807 -0.8993 -2.6428
H10 -2.9463 -0.9853 -2.2020
Br1 -2.7046 -2.3519 -4.9245
C16 -0.8802 -2.7936 -4.6499
C17 -0.2770 -3.6732 -5.5556
C18 1.0318 -4.0236 -5.4138
Br2 1.7999 -5.2272 -6.6795
C19 1.8037 -3.5119 -4.3441
C20 3.1636 -3.8152 -4.1171
C21 3.8029 -3.2873 -3.0343
C22 3.0853 -2.4499 -2.1617
N2 1.8314 -2.1306 -2.3503
C23 1.1806 -2.6297 -3.4229
C24 -0.2066 -2.2108 -3.5711
O1 -0.7620 -1.3843 -2.7677
H11 -0.8630 -4.0739 -6.3711
H12 3.6836 -4.4637 -4.8092
H13 4.8481 -3.4968 -2.8445
H14 3.5670 -2.0365 -1.2810
O2 -1.8993 0.3757 0.5488
N3 -2.7354 1.3213 0.2132
C25 -3.7190 1.6257 1.0959
C26 -4.6610 2.5813 0.8325
C27 -4.6008 3.2595 -0.3858
C28 -3.6003 2.9458 -1.2719
C29 -2.6322 1.9661 -0.9873
S1 -1.3824 1.5703 -2.0917
H15 -3.6744 1.0433 2.0030
H16 -5.4219 2.7887 1.5719
H17 -5.3308 4.0208 -0.6324
H18 -3.5172 3.4446 -2.2278
O3 4.0410 3.9345 7.8374
S2 2.6182 4.1037 7.5894
O4 1.8521 2.8754 7.5525
O5 1.9942 5.1879 8.3247
C30 2.6056 4.7028 5.8655
N4 3.0273 5.9568 5.6697
C31 3.0146 6.3821 4.4161
C32 2.5917 5.6018 3.3530
C33 2.1823 4.3134 3.6587
N5 2.1924 3.8710 4.9153
C34 1.6820 3.3592 2.6215
C35 1.7113 3.6469 1.2626
C36 1.2056 2.7257 0.3588
N6 0.7008 1.5477 0.7301
C37 0.6714 1.2728 2.0389
C38 1.1432 2.1362 3.0105
H19 3.3544 7.4009 4.2484
H20 2.5822 5.9933 2.3463
H21 2.1278 4.5688 0.8791
H22 1.2081 2.9296 -0.7050
H23 0.2288 0.3216 2.3109
H24 1.1047 1.8806 4.0614
O6 1.5748 0.8736 -1.9362
N7 1.9733 0.6188 -3.1064
C39 2.7725 1.5260 -3.6004
C40 3.2898 1.3233 -4.9227
N8 3.7170 1.1989 -5.9846
C41 3.1437 2.7135 -2.8768
N9 3.4521 3.6688 -2.3124

These are the Mulliken partial charges, in e, on atoms 1 to 8: number 1, In, carries 1.234; number 2, C, carries -0.619; number 3, C, carries -0.986; number 4, C, carries -0.737; number 5, C, carries 1.225; number 6, C, carries 0.112; number 7, C, carries -0.726; number 8, C, carries 0.725



Q: Look up the total charge of the second one.
A: -1